41
Properties=species:S:1:pos:R:3:forces:R:3:lowdin_charge:R:1 method="wB97M-V/def2-TZVPD" e_homo_ev=-3.274 charge=-1 e_tot_ev=-135799.1290
C 1.70300 -3.12613 -0.50312 0.0 -0.6 0.6 -0.13
O 2.01760 -1.81127 -1.13999 1.2 -1.6 1.5 -0.32
C 3.32378 -1.30021 -0.61952 0.3 -0.8 0.5 -0.29
Si 3.17617 0.58624 -0.10001 -0.8 -0.5 0.9 0.59
C 1.26972 0.85721 0.26748 -0.2 0.5 0.0 -0.30
C 0.52953 1.38900 -1.10820 0.5 0.5 -0.2 -0.23
C -0.61071 2.57666 -0.81399 0.8 0.1 -0.7 -0.19
C -2.13318 2.13836 -1.21234 2.1 -0.5 3.1 -0.43
C -2.84765 1.07929 -0.13692 1.1 3.6 -0.3 -0.17
F -1.98991 1.17256 1.10351 -3.2 -1.0 -2.4 -0.04
F -4.21711 1.67577 0.08470 3.7 -2.7 0.1 -0.03
C -2.85502 -0.45955 -0.66070 3.6 0.4 -2.9 -0.20
F -3.07124 -0.61567 -2.14565 0.7 1.2 5.3 0.00
F -1.46096 -0.99374 -0.42712 -4.4 2.1 -1.1 -0.02
S -4.02241 -1.64263 0.16901 -1.8 -4.5 0.4 1.09
F -5.43912 -0.92515 -0.46815 3.1 -1.0 1.6 -0.18
F -3.97784 -2.63975 -1.26719 -0.3 1.5 3.0 -0.23
F -2.65194 -2.57310 0.71840 -3.2 1.5 -0.3 -0.23
F -4.08594 -0.79313 1.64730 0.1 -1.5 -3.2 -0.18
F -5.02323 -2.84342 0.88516 1.8 2.4 -1.3 -0.20
O 4.20196 0.93629 1.30595 -2.5 -1.9 0.7 -0.43
Si 3.44296 0.32925 2.79611 2.6 1.5 -0.3 0.54
O 4.65432 0.38166 4.10827 -3.0 0.4 -0.3 -0.29
H 0.91732 -3.74938 -1.11887 1.6 1.6 0.9 0.10
H 2.68394 -3.78973 -0.36013 -2.0 1.5 -0.5 0.10
H 1.23384 -2.97710 0.57411 1.0 -0.1 -2.1 0.10
H 4.17815 -1.42770 -1.43463 -1.7 -0.1 1.7 0.10
H 3.55440 -1.89718 0.38001 0.0 1.1 -2.1 0.08
H 3.56542 1.38177 -1.28771 0.3 0.2 0.4 0.00
H 0.87349 -0.17171 0.66179 0.4 2.1 -0.6 0.08
H 1.13882 1.71783 1.06443 0.1 -1.9 -1.4 0.07
H 1.39650 1.88098 -1.76493 -1.9 -0.9 1.3 0.08
H 0.09474 0.51883 -1.78311 0.8 1.8 1.7 0.12
H -0.49236 3.05661 0.26020 -0.3 -1.2 -2.1 0.11
H -0.31461 3.45344 -1.56843 -1.0 -1.9 1.5 0.12
H -2.77603 3.14408 -1.23780 1.4 -2.8 0.9 0.00
H -2.11212 1.74267 -2.31141 0.4 -0.1 3.0 -0.12
H 2.28761 1.20709 3.06478 0.2 0.1 0.3 -0.03
H 2.87826 -1.02587 2.63708 0.4 -0.1 -0.1 -0.02
H 4.19896 0.62959 4.98078 1.0 -0.5 -2.0 0.06
Br -3.23912 2.90722 -3.23912 -3.1 2.4 -5.5 -0.06



28
Properties=species:S:1:pos:R:3:forces:R:3:lowdin_charge:R:1 method="wB97M-V/def2-TZVPD" e_homo_ev=-0.489 relative_energy_kj_mol=278.8 charge=-1 e_tot_ev=-45582.6772
C -2.55874 -1.66143 -0.76885 2.1 -1.3 0.1 -0.38
C -3.74763 -1.03051 -0.94606 -1.5 0.6 -0.2 -0.42
C -4.09453 0.32243 -0.67023 0.0 -0.4 -0.2 -0.26
C -3.27964 1.33218 -0.06696 -1.8 0.5 -0.3 -0.42
C -1.98556 1.32924 0.31457 2.2 -0.1 0.9 -0.35
Ca -0.74288 -0.24060 -0.85503 -1.0 0.4 -0.2 0.66
P 0.58384 -2.86463 -1.28305 0.2 -0.5 -0.2 0.59
H -2.55851 -2.76520 -0.89750 -0.5 0.3 -0.2 -0.09
H -4.59304 -1.63466 -1.33326 -0.1 0.3 0.2 0.05
H -5.14865 0.57212 -0.86560 0.5 0.1 0.1 0.04
H -1.67755 2.19529 0.94156 -0.4 0.1 -0.4 -0.07
H -3.84903 2.25898 0.12284 -0.2 -0.1 0.1 0.05
H 1.60377 -2.77700 -2.29695 -0.2 -0.3 0.4 -0.16
H -0.09542 -3.99784 -1.84998 0.3 0.6 0.3 -0.13
H 1.36875 -3.61784 -0.33963 0.0 0.1 -0.4 -0.16
C 2.81441 2.44964 0.40474 0.0 0.3 -0.5 -0.32
P 1.68380 1.02173 0.19134 0.1 0.0 0.6 0.73
C 2.95021 -0.30378 0.03613 0.3 -0.1 0.1 -0.34
C 1.21403 0.76911 1.95506 0.0 -0.1 0.0 -0.31
H 3.21660 2.70769 -0.58471 0.0 0.1 0.3 0.03
H 3.64081 2.20965 1.08653 -0.2 0.0 -0.1 0.03
H 2.26215 3.31789 0.78124 0.1 -0.2 -0.1 0.04
H 3.83345 -0.00799 0.62090 -0.1 -0.4 -0.1 0.03
H 2.54624 -1.25720 0.40790 0.2 0.3 -0.1 0.01
H 3.24094 -0.44418 -1.01158 0.0 0.0 0.2 0.03
H 2.11108 0.90726 2.57552 -0.2 -0.1 0.0 0.03
H 0.42406 1.46965 2.26548 0.2 -0.3 -0.2 0.03
H 0.83707 -0.25997 2.06559 0.0 0.4 0.1 0.04



27
Properties=species:S:1:pos:R:3:forces:R:3:lowdin_charge:R:1 method="wB97M-V/def2-TZVPD" e_homo_ev=-8.036 relative_energy_kj_mol=0.0 smiles="CC/C(C)=C(/Cl)[Si](C)(C)C" e_tot_ev=-28970.0983
C 1.37586 -0.41238 0.64764 -5.7 1.5 3.4 -0.29
C -0.05290 -0.29638 1.24201 6.2 -0.5 -3.7 -0.70
C 2.63932 -0.69957 1.43075 -1.2 1.6 1.1 -0.08
C 2.52139 0.86014 -1.26363 1.7 -3.2 -2.1 -0.09
C -1.68417 -1.45466 -1.08454 0.3 0.0 0.0 -0.20
C -3.16117 -0.07640 1.11699 -0.4 3.4 0.6 -0.21
C -1.31971 1.83510 -0.59932 -1.4 -1.8 2.1 -0.15
C 1.52257 -0.17962 -0.80424 -3.0 0.4 -1.5 -0.29
Si -1.54458 0.01856 0.12804 -0.3 0.9 0.2 0.51
Cl -0.28908 -0.52465 2.89657 0.1 -0.2 1.2 0.64
H 3.09860 0.13541 2.07163 -1.1 -1.0 -0.9 0.12
H 3.35995 -0.96030 0.73142 1.6 -0.5 -1.3 0.04
H 2.45738 -1.55714 2.03456 0.0 -0.6 0.9 0.06
H 3.53240 0.58190 -0.93148 -0.1 0.0 -0.1 0.07
H 2.58654 0.86219 -2.39369 -0.2 0.2 1.2 0.10
H 2.36705 1.79302 -0.90048 -0.9 2.9 1.0 0.03
H -2.47384 -1.25229 -1.91331 1.6 -0.6 1.3 0.06
H -0.59984 -1.68021 -1.45153 -2.3 0.1 0.3 0.04
H -2.04100 -2.28003 -0.36696 0.5 0.9 -1.3 0.05
H -3.52035 0.86505 1.75302 0.9 -1.4 -1.9 0.09
H -3.97255 -0.36411 0.47922 -0.6 0.2 -0.7 0.01
H -3.24684 -0.75005 1.89401 0.6 -2.1 1.6 -0.03
H -0.34306 2.12810 -0.66721 3.0 0.2 -0.2 -0.03
H -1.66948 1.83544 -1.57659 -1.2 0.4 -1.8 0.00
H -1.70560 2.63100 0.03493 -0.8 -0.2 -0.1 0.04
H 0.45885 0.10238 -1.26460 2.3 -0.5 0.9 0.09
H 1.70425 -1.16052 -1.24318 0.4 -0.1 -0.4 0.11